No. 1
11
Properties=species:S:1:pos:R:3 method="wB97M-V/def2-TZVPD" smiles="C=C(Cl)OC(=C)Cl" charge=0 e_lumo_ev=0.697 homo_lumo_gap_ev=9.38
C -0.526 2.302 -0.391
C 0.476 -2.331 -0.258
C -0.530 0.999 0.085
C 0.685 -1.098 0.107
O 0.107 0.112 -0.616
Cl -1.450 0.600 1.438
Cl 1.391 -0.742 1.568
H -1.098 3.096 0.086
H -0.062 2.622 -1.324
H 0.829 -3.012 0.494
H 0.176 -2.548 -1.189

---

No. 2
19
Properties=species:S:1:pos:R:3 method="wB97M-V/def2-TZVPD" multiplicity=3 charge=+1 e_lumo_ev="-3.059 / -6.451" homo_lumo_gap_ev="6.76 / 9.51"
C 0.195 -1.200 -2.640
C 0.608 1.506 2.341
C 0.339 -1.062 0.579
C -1.146 -1.340 -2.708
C -0.168 1.321 1.008
O 0.564 0.337 0.219
H 0.415 0.400 -0.691
H 0.709 -0.362 -3.106
H 0.870 -1.983 -2.240
H 1.557 2.088 2.148
H 0.615 0.851 3.120
H 0.087 2.276 2.948
H 0.287 -1.096 1.606
H -0.692 -1.269 0.347
H 1.011 -1.624 -0.027
H -1.898 -0.692 -3.281
H -1.643 -2.187 -2.181
H -1.227 1.166 1.220
H -0.323 2.106 0.333

---

No. 3
22
Properties=species:S:1:pos:R:3 method="wB97M-V/def2-TZVPD" charge=0 e_lumo_ev=0.699 homo_lumo_gap_ev=9.83
C 0.798 -1.835 -0.084
C -0.504 -2.472 -0.372
C -0.614 0.773 1.143
C -0.948 -1.112 -0.676
C 0.494 0.773 0.110
C 0.033 1.753 -1.024
C 1.869 0.965 0.756
N 0.407 -0.609 -0.468
O 1.823 -2.216 0.412
O -2.974 0.718 -0.201
S -2.094 -0.146 0.566
H -0.628 -3.125 -1.196
H -1.091 -2.969 0.458
H -0.485 0.149 2.104
H -0.854 1.791 1.373
H -1.423 -0.991 -1.628
H 0.813 1.614 -1.847
H 0.009 2.829 -0.813
H -0.986 1.353 -1.310
H 2.516 1.627 0.196
H 2.253 -0.129 0.794
H 1.586 1.261 1.707

---

Respective relative energy (zero: lowest compared OMol25 entry of this formula, charge and spin) values: 1.9326 0.0504 1.4699 eV.